Molecular formula: C3H2Br3F
Method: DFT, ωB97M-V/def2-TZVPD

The geometry in XYZ format:
```
9
C3H2Br3F, DFT ωB97M-V/def2-TZVPD
C 0.3392 -0.1208 0.3316
C 1.5967 -0.4344 0.1153
Br 2.2679 -2.1636 -0.0914
C 2.6119 0.6855 -0.0052
F 2.1349 1.8803 -0.0850
Br 3.6781 0.5520 1.6613
Br 3.7355 0.4658 -1.6289
H -0.4287 -0.9541 0.5525
H 0.1398 1.0299 0.5093
```

As for the HOMO-LUMO gap: 10.2 eV. For the LUMO energy, the calculation gives 0.165 eV. As for the total energy: -215986.93426 eV. The SMILES is C=C(Br)C(F)(Br)Br.

From a natural (NBO) analysis of the wavefunction, the atomic charges in e read: C -0.3832; C -0.2319; Br 0.1280; C 0.2586; F -0.3181; Br 0.0285; Br 0.0343; H 0.2427; H 0.2410